[1]
Entry from the OMol25 dataset: C2IN2P in the gas phase (ωB97M-V/def2-TZVPD).

The geometry in XYZ format:
```
6
Properties=species:S:1:pos:R:3:forces:R:3
C 0.2260 1.3053 -0.1121 -0.79 -1.07 1.37
C 0.7315 -1.4917 0.2519 -0.82 2.42 1.23
N 0.7451 2.1600 -0.6846 -0.09 -0.06 -0.11
N 1.6803 -1.9433 -0.2309 -0.52 -0.21 0.08
P -0.6117 0.0486 0.9683 5.12 -1.23 -1.29
I -2.7712 -0.0789 -0.1926 -2.90 0.15 -1.28
```
Positions in Å, forces in eV/Å.

DFT total energy = -824.5935 Ha
M = 209.91 g/mol
E_LUMO (alpha / beta) = -1.2 / -5.0 eV
spin multiplicity = 3
<S²> = 2.010
HOMO level (alpha / beta) = -0.27806 / -0.41119 Ha

***

[2]
Entry from the OMol25 dataset: C2H6N2O in the gas phase (ωB97M-V/def2-TZVPD).

The geometry in XYZ format:
```
11
Properties=species:S:1:pos:R:3:forces:R:3
N 0.6853 1.0821 -0.7643 -0.78 -0.42 0.53
C -0.0974 0.7731 0.4599 -0.06 0.91 -0.64
C -0.2784 -0.7027 0.6652 0.05 -0.44 0.01
N -0.4313 -1.4177 -0.4850 0.03 0.66 -0.72
O -0.2933 -1.2257 1.7570 -0.06 0.02 0.27
H 1.0773 2.0112 -0.6545 0.28 -0.35 -0.25
H 1.3902 0.3585 -0.8306 0.47 0.51 -0.17
H 0.3233 1.2610 1.3347 0.05 -0.42 0.34
H -1.1073 1.1817 0.3414 -0.01 0.03 -0.01
H -0.5483 -0.9549 -1.3768 0.10 0.11 0.30
H -0.7202 -2.3666 -0.4469 -0.09 -0.61 0.33
```
Positions in Å, forces in eV/Å.

SMILES = NCC(N)=O
DFT total energy = -264.5713 Ha
M = 74.08 g/mol
E_LUMO = 0.9 eV
HOMO level = -0.35752 Ha

***

[3]
Entry from the OMol25 dataset: 4 unconnected molecules or ions with the total composition C5H17NO4 (ωB97M-V/def2-TZVPD).

The geometry in XYZ format:
```
27
Properties=species:S:1:pos:R:3:forces:R:3
O 1.3959 -1.8142 0.9049 -0.12 0.06 0.32
C 0.3315 -1.3324 0.5883 0.51 0.40 -0.55
C 0.1770 -0.2293 -0.4558 -0.96 -0.04 0.11
C -0.9310 0.8015 -0.0110 1.64 -0.64 -1.08
C -1.3355 1.6014 -1.2538 -0.44 -0.12 1.60
C -2.0774 0.2955 0.8195 -1.34 1.76 1.29
N -0.1429 -0.8377 -1.7307 -0.58 0.22 -0.17
H -0.6257 -1.7086 0.9792 0.18 -0.28 0.07
H 1.0838 0.3510 -0.5942 0.19 -0.25 0.16
H -0.3168 1.4305 0.6371 -0.42 0.40 0.14
H -1.9175 0.9915 -1.9244 -0.06 -0.07 -0.42
H -1.9432 2.4210 -0.8883 -0.19 0.37 -0.23
H -0.4470 1.9846 -1.7102 0.37 0.22 -0.60
H -2.8066 -0.4488 0.5135 0.58 -0.58 -0.34
H -2.7721 1.1457 0.9596 0.23 0.10 -0.32
H -1.7884 0.1916 1.8690 0.13 -0.85 -0.16
H 0.5902 -1.1683 -2.3308 0.17 -0.24 0.32
H -0.9768 -1.4008 -1.7503 0.21 -0.25 -0.11
H 1.9128 3.7330 -0.7242 0.14 -0.55 -0.36
H 2.2420 2.3996 0.1508 -0.09 -0.07 -0.69
O 2.0413 3.3419 0.1370 -0.14 0.61 1.00
H 2.5323 -0.1536 1.3137 0.07 0.09 -0.02
H 3.0708 1.2684 1.7684 0.00 -0.35 0.13
O 2.6525 0.7730 1.0570 0.09 0.28 -0.06
H -2.9605 -3.3384 0.4267 -0.12 0.14 -0.06
H -2.5508 -2.1342 -0.4594 -0.32 -0.05 0.14
O -2.2614 -2.9893 -0.1333 0.24 -0.28 -0.13
```
Positions in Å, forces in eV/Å.

SMILES = CC(C)[C@H](N)C=O.O.O.O
DFT total energy = -556.3842 Ha
M = 155.19 g/mol
E_LUMO = 0.5 eV
HOMO level = -0.32295 Ha

***

[4]
Entry from the OMol25 dataset: 4 unconnected molecules or ions with the total composition C3H15N2O3 (ωB97M-V/def2-TZVPD).

The geometry in XYZ format:
```
23
Properties=species:S:1:pos:R:3:forces:R:3
C 2.0371 0.1546 1.3608 -0.19 0.42 0.73
C 2.0690 -0.7594 0.1621 0.82 -0.36 -0.24
N -0.2779 0.5592 -2.3528 0.67 1.35 0.32
C 0.2382 0.0723 -1.2305 -0.49 -1.48 -0.10
N 1.5160 -0.1443 -1.0561 -0.65 0.84 0.06
H 2.7635 0.9637 1.2681 -0.15 0.06 -0.14
H 1.0548 0.5844 1.5843 0.00 -0.01 -0.45
H 2.2875 -0.3519 2.2903 0.26 -0.40 -0.14
H 3.1020 -1.0380 -0.0671 -0.06 0.30 -0.10
H 1.6126 -1.7294 0.2991 -0.66 0.02 0.17
H 0.3779 1.0153 -2.9838 -0.23 -0.18 -0.14
H -1.1290 1.1053 -2.2562 -0.28 -0.34 -0.22
H -0.4685 -0.3763 -0.5200 0.26 0.33 0.15
H 2.0933 0.4413 -1.6405 0.65 -0.33 -0.05
H -1.2247 -1.8875 1.6106 0.01 0.15 0.19
H -2.1200 -2.0418 0.4051 0.58 0.41 0.05
O -1.3050 -1.5823 0.6915 -0.70 -0.62 -0.24
H -3.2678 3.2506 -2.5055 0.50 -0.28 -0.06
H -2.4781 4.0178 -3.5171 0.45 -0.81 0.37
O -2.3985 3.2198 -2.9468 -0.86 0.92 -0.22
H -1.5255 -2.4596 4.2004 -0.34 -0.65 -0.32
H -1.2690 -1.1115 3.7768 -0.09 0.70 -0.37
O -1.6878 -1.9021 3.4273 0.48 -0.04 0.76
```
Positions in Å, forces in eV/Å.

DFT total energy = -458.3166 Ha
M = 127.16 g/mol
total charge = +1
E_LUMO = -2.9 eV
HOMO level = -0.54115 Ha